Entry 1:
60
Properties=species:S:1:pos:R:3:forces:R:3:mulliken_charge:R:1 method="wB97M-V/def2-TZVPD" gap_ev=9.69 lumo_energy_ev=0.321 molar_mass_g_mol=630.30 homo_ha=-0.3443 smiles="CCOC(=O)C(F)(F)F.CCOC(=O)C(F)(F)F.CCOC(=O)C(F)(F)F.NCCC[PH2](S)Br"
C -4.169 -0.767 4.111 0.050 -0.098 0.274 -0.75
C -3.923 0.717 3.965 -0.124 -0.236 -0.441 -0.26
O -3.837 1.367 5.252 0.096 0.116 0.146 -0.32
C -2.677 1.254 5.880 -0.167 -0.103 -0.400 0.34
O -1.704 0.677 5.492 0.072 0.037 0.143 -0.51
C -2.734 2.027 7.208 0.034 0.077 0.324 0.89
F -3.866 1.761 7.876 0.220 0.080 -0.084 -0.25
F -2.686 3.349 6.969 -0.020 -0.207 0.056 -0.25
F -1.700 1.701 7.984 -0.195 0.088 -0.133 -0.24
H -5.062 -0.953 4.711 -0.048 0.037 -0.073 0.32
H -4.298 -1.208 3.123 -0.046 0.062 0.109 0.04
H -3.331 -1.258 4.607 0.047 0.032 -0.045 0.31
H -4.756 1.194 3.455 -0.029 0.102 0.141 0.34
H -3.021 0.920 3.390 0.089 0.007 0.116 0.33
C 0.997 2.063 -2.703 -0.403 0.313 0.046 -0.83
C 0.504 1.199 -1.565 0.479 -0.165 -0.188 -0.24
O -0.639 1.783 -0.906 -0.138 0.007 0.073 -0.31
C -1.807 1.611 -1.509 0.361 -0.160 -0.079 0.34
O -2.009 1.022 -2.528 -0.139 0.051 0.015 -0.51
C -2.918 2.251 -0.660 -0.310 0.223 0.096 0.82
F -2.577 3.483 -0.250 -0.063 -0.244 -0.057 -0.26
F -3.140 1.492 0.428 0.029 0.347 -0.103 -0.19
F -4.053 2.341 -1.352 0.226 -0.062 0.143 -0.24
H 1.209 3.073 -2.347 0.055 -0.024 0.043 0.34
H 1.902 1.660 -3.138 -0.102 -0.109 0.233 -0.02
H 0.249 2.143 -3.491 -0.014 -0.078 0.001 0.40
H 1.266 1.114 -0.793 -0.114 0.081 0.125 0.39
H 0.258 0.192 -1.901 -0.175 0.038 -0.029 0.27
C 7.756 3.361 -5.025 -0.237 0.050 -0.125 -1.10
C 7.261 2.174 -4.227 0.503 0.107 0.063 -0.23
O 5.820 2.115 -4.212 -0.177 -0.072 -0.012 -0.30
C 5.249 1.599 -5.291 0.406 0.033 0.161 0.23
O 5.799 1.177 -6.263 -0.142 -0.032 -0.072 -0.51
C 3.724 1.575 -5.101 -0.497 0.037 -0.104 1.11
F 3.273 2.745 -4.619 0.211 -0.205 -0.154 -0.26
F 3.381 0.603 -4.228 0.284 0.120 -0.226 -0.28
F 3.101 1.332 -6.250 0.156 0.020 0.156 -0.25
H 7.319 4.284 -4.644 0.064 0.004 0.068 0.31
H 8.841 3.431 -4.957 0.013 -0.017 0.035 0.37
H 7.482 3.270 -6.075 0.049 -0.062 -0.014 0.32
H 7.554 2.266 -3.183 -0.175 0.001 0.052 0.31
H 7.664 1.236 -4.606 -0.135 -0.031 -0.107 0.33
N 0.656 -4.756 0.650 0.239 0.164 0.109 -0.62
C 0.594 -3.315 0.827 -0.295 -0.068 -0.352 -0.93
C -0.807 -2.660 0.940 0.503 -0.204 0.266 -0.34
C -1.843 -3.518 1.673 -0.190 0.428 -0.369 -0.72
P -3.466 -3.728 0.818 0.233 -1.165 0.643 0.15
S -3.611 -5.932 1.175 -0.204 -0.415 0.194 -0.42
Br -3.750 -1.438 0.509 -0.122 0.512 -0.361 -0.33
H 0.038 -5.079 -0.080 -0.046 -0.107 0.012 0.23
H 0.474 -5.249 1.510 -0.103 -0.160 -0.061 0.32
H 1.073 -2.872 -0.041 0.146 0.177 -0.108 0.33
H 1.209 -3.033 1.673 0.082 -0.135 0.294 0.42
H -1.125 -2.356 -0.050 -0.255 -0.091 -0.169 0.41
H -0.686 -1.746 1.510 -0.014 0.359 -0.106 0.31
H -1.485 -4.505 1.916 0.061 -0.262 -0.127 0.60
H -2.093 -3.043 2.617 -0.299 0.075 0.167 0.24
H -3.633 -3.966 -0.544 0.228 0.406 -0.002 0.17
H -4.626 -3.701 1.592 0.029 0.078 -0.123 0.11
H -2.483 -6.448 0.659 0.015 0.248 -0.082 0.11

***

Entry 2:
57
Properties=species:S:1:pos:R:3:forces:R:3:mulliken_charge:R:1 method="wB97M-V/def2-TZVPD" gap_ev=7.79 lumo_energy_ev=1.751 molar_mass_g_mol=646.23 homo_ha=-0.2221 total_charge=-1
C 5.347 -1.003 -1.759 0.131 0.161 0.065 -1.77
C 4.203 -0.535 -0.863 -0.088 0.027 -0.095 1.19
C 4.720 0.074 0.446 -0.184 -0.131 0.065 -0.98
C 3.287 0.462 -1.584 0.035 0.203 0.005 -1.63
C 2.029 0.826 -0.752 0.101 -0.042 -0.010 2.48
C 1.981 2.306 -0.335 0.174 0.042 0.203 -1.45
C 0.720 0.337 -1.423 0.534 -0.232 -0.303 -0.62
O -0.025 1.395 -2.029 -1.193 -0.545 0.500 -0.75
Nb -1.932 1.696 -1.654 2.887 2.748 1.215 -0.45
Br -1.671 3.893 -0.359 -0.278 -0.824 -0.416 -0.48
S -2.766 -0.322 -2.943 0.188 0.165 -0.626 1.13
O -3.305 -0.007 -4.257 -0.204 -0.306 0.364 -0.70
O -1.644 -1.265 -2.907 -0.163 0.111 0.157 -0.63
C -4.099 -1.431 -2.146 -0.103 -0.231 0.010 0.40
F -3.569 -2.045 -1.062 -0.209 0.049 -0.398 -0.24
F -4.288 -2.379 -3.111 0.160 0.288 0.423 -0.28
C -5.551 -0.911 -1.812 -0.107 -0.003 -0.126 0.53
F -5.907 -0.010 -2.750 0.045 -0.251 0.264 -0.24
F -6.356 -2.001 -1.973 0.105 0.321 -0.043 -0.33
C -5.916 -0.372 -0.339 0.026 -0.221 0.019 0.59
F -7.020 -1.068 0.039 0.303 0.112 0.028 -0.32
F -4.928 -0.691 0.519 -0.306 0.186 -0.104 -0.24
C -6.298 1.160 -0.075 -0.075 -0.148 -0.074 0.62
F -7.440 1.184 0.650 0.320 0.101 -0.163 -0.30
F -5.358 1.750 0.654 -0.124 -0.036 -0.271 -0.22
F -6.526 1.859 -1.183 0.136 -0.112 0.302 -0.21
H 5.848 -1.882 -1.338 -0.062 0.065 -0.043 0.40
H 6.105 -0.216 -1.847 -0.073 -0.023 -0.067 0.33
H 4.998 -1.246 -2.765 0.011 -0.057 0.061 0.42
H 3.587 -1.407 -0.607 0.061 -0.014 -0.036 0.18
H 4.958 1.135 0.325 0.109 -0.056 -0.097 0.23
H 3.942 0.008 1.210 0.172 0.088 0.085 0.07
H 5.617 -0.439 0.808 -0.083 -0.020 0.002 0.39
H 3.876 1.367 -1.784 -0.035 -0.059 -0.054 0.31
H 3.002 0.062 -2.563 -0.014 -0.027 0.082 0.37
H 2.109 0.253 0.176 -0.079 -0.045 -0.104 -0.88
H 1.769 2.408 0.734 -0.112 -0.002 -0.109 0.16
H 2.946 2.792 -0.505 -0.080 -0.058 0.010 0.38
H 1.224 2.863 -0.882 0.025 0.020 -0.027 0.34
H 0.124 -0.222 -0.695 -0.138 0.216 -0.004 0.28
H 0.962 -0.377 -2.216 -0.052 0.004 0.069 0.22
H -2.255 0.601 -0.203 -0.726 -0.202 -0.869 0.13
H -3.708 1.951 -1.580 -0.289 -0.344 -0.154 0.42
H -2.265 2.517 -3.252 -0.707 -0.923 0.301 0.18
C 1.801 -1.818 4.480 -0.003 0.062 0.004 -0.58
C 0.647 -0.814 4.470 0.013 -0.051 -0.038 -0.60
C 1.191 0.271 3.548 -0.022 -0.004 0.026 -0.44
O 2.040 -0.397 2.614 0.042 0.039 -0.037 -0.32
C 2.287 -1.735 3.037 -0.066 -0.040 0.020 -0.46
H 1.504 -2.826 4.764 -0.026 -0.003 -0.005 0.33
H 2.584 -1.486 5.165 0.011 0.005 -0.006 0.28
H -0.244 -1.269 4.033 -0.007 0.007 -0.012 0.28
H 0.386 -0.433 5.456 0.019 -0.003 0.017 0.34
H 1.784 1.006 4.103 -0.016 -0.006 0.017 0.27
H 0.411 0.798 2.999 0.005 -0.001 -0.026 0.26
H 1.729 -2.421 2.391 0.004 -0.018 0.018 0.28
H 3.352 -1.948 2.929 0.007 0.017 -0.012 0.29

***

Entry 3:
47
Properties=species:S:1:pos:R:3:forces:R:3:mulliken_charge:R:1 method="wB97M-V/def2-TZVPD" gap_ev="4.19 / 4.24" lumo_energy_ev="-14.002 / -13.972" molar_mass_g_mol=567.34 homo_ha="-0.6686 / -0.6694" relative_energy_kcal_mol=32.60 total_charge=+3
C 2.135 3.086 -0.812 0.043 0.695 0.348 -1.11
C 1.678 1.695 -0.588 3.585 -3.237 -2.321 0.78
H 3.178 3.039 -1.141 -0.037 -0.030 0.004 0.41
H 2.076 3.685 0.105 -0.092 -0.009 -0.173 0.28
H 1.526 3.561 -1.593 0.002 -0.070 0.165 0.30
O 2.261 0.657 -0.866 -2.245 3.042 1.024 -0.31
I -2.441 -0.043 2.317 0.896 0.566 -1.206 -0.04
Ce -0.373 1.012 0.304 -3.115 1.851 2.958 0.55
P -0.511 0.400 -2.493 -0.936 -0.603 -2.303 0.89
C -0.443 -1.167 -3.423 0.312 -0.347 0.537 -1.38
C -2.283 0.838 -2.770 0.024 0.089 0.604 -1.28
H -2.352 1.247 -3.788 -0.141 -0.078 0.339 0.44
H -0.177 1.271 -4.697 0.118 0.070 0.264 0.54
H -2.628 1.600 -2.048 -0.176 -0.135 -0.373 0.39
H 0.116 2.546 -3.475 0.107 -0.177 -0.190 0.38
H -1.123 -1.899 -2.967 0.327 0.105 -0.266 0.39
H -2.907 -0.064 -2.680 0.125 0.383 -0.025 0.42
C 0.284 1.491 -3.725 0.560 0.422 0.486 -1.23
H -0.749 -0.967 -4.456 -0.002 0.026 0.233 0.49
H 1.359 1.277 -3.771 -0.219 0.146 -0.093 0.39
H 0.592 -1.536 -3.428 -0.282 -0.124 -0.041 0.42
P 1.140 1.319 2.719 0.479 -0.322 2.235 0.84
C 1.833 -0.126 3.600 -0.074 -0.265 -0.649 -1.25
C 2.456 2.546 2.982 0.114 0.264 -0.844 -1.32
H -0.753 2.655 3.484 0.021 -0.011 0.368 0.41
H 0.426 2.337 4.805 -0.046 -0.040 -0.213 0.44
H -0.721 1.052 4.259 0.304 0.429 0.015 0.35
C -0.101 1.904 3.948 -0.396 -0.105 -0.518 -1.27
H 2.113 3.527 2.632 0.249 -0.065 0.185 0.40
H 2.658 2.588 4.059 -0.032 -0.022 -0.241 0.47
H 2.117 0.190 4.611 -0.095 0.002 -0.234 0.48
H 2.719 -0.485 3.060 -0.192 -0.047 0.231 0.41
H 3.363 2.247 2.442 -0.084 0.177 0.161 0.41
H 1.078 -0.919 3.657 0.242 0.097 0.035 0.37
C 0.272 -1.230 -0.110 4.536 -4.319 3.444 0.36
O 1.162 -1.172 0.752 -3.350 0.939 -3.266 -0.30
C -2.513 -4.263 0.259 0.108 0.214 -0.127 -0.40
C -2.916 -2.957 0.011 0.068 0.834 -0.304 -1.31
C -1.978 -2.001 -0.381 -0.410 -0.460 0.155 -0.07
C -0.613 -2.343 -0.368 -1.018 0.585 -0.900 0.79
C -0.218 -3.704 -0.309 0.528 -0.040 0.591 -0.48
C -1.181 -4.643 0.041 0.378 0.093 -0.216 -0.64
H -3.242 -4.994 0.593 0.081 0.001 -0.042 0.49
H -3.941 -2.620 0.148 0.089 -0.340 -0.119 0.52
H -2.315 -0.988 -0.628 0.059 -0.387 0.207 0.57
H 0.839 -3.958 -0.451 -0.483 -0.062 0.204 0.52
H -0.903 -5.688 0.179 0.069 0.265 -0.130 0.48